No. 1
ORCA calculation (ωB97M-V with the def2-TZVPD basis set) on a molecular structure, C53H50N6OP2SSc.

The geometry in XYZ format:
```
114
Properties=species:S:1:pos:R:3:forces:R:3
Sc -0.258357 -0.741974 0.543472 -0.44 0.14 -0.08
C -1.063478 -3.753124 1.352993 0.00 0.02 0.01
N -1.269032 -2.848282 0.197011 0.06 -0.10 0.01
C -0.708744 -3.495682 -1.013039 0.01 0.01 0.00
C -0.130811 -2.518690 -1.995120 -0.04 0.02 0.05
C 0.029336 -2.848637 -3.328505 -0.03 0.00 -0.02
C 0.670589 -1.953553 -4.170691 0.02 -0.01 0.00
C 1.127516 -0.748208 -3.656312 -0.01 0.01 0.00
C 0.922519 -0.486255 -2.317056 0.02 -0.03 0.02
N 0.306096 -1.352439 -1.498488 0.17 -0.02 -0.08
C -2.724894 -2.606313 0.112857 0.01 0.00 -0.01
C -3.107756 -1.744968 1.297090 0.02 0.02 0.00
C -4.360635 -1.801004 1.873924 0.00 0.00 0.00
C -4.623118 -1.029188 2.999163 -0.02 0.00 0.00
C -3.614027 -0.242686 3.530453 0.00 0.01 0.00
C -2.381609 -0.247101 2.904864 -0.03 0.02 0.00
N -2.130875 -0.964281 1.803982 -0.04 -0.06 0.04
C 0.269406 -3.551347 1.993040 -0.04 0.07 -0.02
C 0.876451 -4.592295 2.669035 0.00 -0.02 0.06
C 2.053627 -4.360515 3.362894 -0.01 -0.01 0.00
C 2.580477 -3.081745 3.341997 -0.01 0.02 0.00
C 1.919476 -2.099284 2.632077 0.02 -0.03 0.00
N 0.773264 -2.300394 1.955056 0.17 -0.11 -0.04
H -1.209428 -4.792742 1.049023 0.02 0.00 0.00
H -1.822157 -3.541738 2.107799 -0.01 -0.01 -0.01
H -1.450426 -4.144309 -1.487060 0.00 0.01 -0.01
H 0.121815 -4.133035 -0.695044 0.00 0.00 0.00
H -0.340397 -3.795854 -3.698306 0.01 0.00 0.00
H 0.810743 -2.194583 -5.216551 0.00 0.00 0.00
H 1.627401 -0.015615 -4.274401 0.00 -0.01 -0.01
H 1.247051 0.452483 -1.884653 0.07 -0.03 0.02
H -3.273044 -3.553561 0.151638 0.00 0.01 0.00
H -2.961995 -2.132144 -0.837480 0.00 0.00 0.00
H -5.117404 -2.454535 1.459776 0.00 0.00 0.00
H -5.598653 -1.061034 3.466183 0.00 0.00 0.00
H -3.769698 0.355190 4.416749 0.00 0.00 0.01
H -1.559928 0.339379 3.296403 0.02 0.05 0.01
H 0.420488 -5.573480 2.656325 0.00 0.00 0.00
H 2.544276 -5.159406 3.902808 0.00 0.00 0.00
H 3.493131 -2.829732 3.863120 0.00 -0.01 0.01
H 2.327406 -1.105944 2.623323 0.00 -0.01 -0.01
N 1.058503 2.307883 1.378300 0.07 0.00 -0.05
P 2.075537 0.966480 1.204474 -0.02 -0.05 0.12
C 3.295777 1.259241 -0.090022 -0.04 0.09 -0.02
C 3.863152 0.157596 -0.728592 -0.01 -0.03 0.02
C 4.872328 0.347723 -1.663645 -0.01 -0.02 -0.01
C 5.298425 1.631081 -1.974159 -0.01 0.06 0.01
C 4.729877 2.731715 -1.341075 0.03 -0.04 -0.04
C 3.738834 2.546643 -0.392430 -0.05 0.00 0.00
C 3.046806 1.034268 2.733971 0.13 -0.05 -0.06
C 4.402010 0.700121 2.722996 -0.04 0.02 0.03
C 5.118877 0.678376 3.910857 -0.01 0.01 0.03
C 4.491638 0.987795 5.110346 0.02 -0.01 -0.02
C 3.142799 1.319217 5.125865 -0.03 0.02 -0.02
C 2.418978 1.334238 3.943778 -0.04 0.00 0.03
P -0.337984 2.114793 0.445842 0.04 0.11 -0.05
C -1.553336 3.162238 1.281717 0.01 0.08 0.02
C -1.597648 3.192661 2.677702 0.04 -0.01 -0.02
C -2.546287 3.962557 3.330534 -0.03 0.02 0.00
C -3.464763 4.702705 2.595412 0.01 -0.01 0.03
C -3.414788 4.692474 1.209057 0.02 -0.03 -0.04
C -2.459297 3.930132 0.551115 -0.02 -0.01 0.03
C -0.050268 2.967774 -1.130378 -0.04 0.03 -0.01
C -0.479671 2.440433 -2.345807 0.01 0.04 0.00
C -0.276907 3.141955 -3.527340 0.02 0.02 -0.01
C 0.364795 4.370923 -3.503925 -0.01 -0.02 0.01
C 0.801183 4.903114 -2.295694 0.00 -0.02 0.03
C 0.589630 4.208931 -1.116540 -0.01 0.06 -0.01
H 1.416889 3.218807 1.649626 0.00 -0.01 -0.01
H 3.535739 -0.848088 -0.477859 -0.02 0.00 -0.04
H 5.339117 -0.503892 -2.142037 -0.01 -0.01 0.01
H 6.083243 1.778428 -2.703929 0.01 0.00 0.00
H 5.073251 3.729552 -1.578003 0.00 0.00 0.00
H 3.319065 3.408158 0.114018 0.00 -0.01 -0.02
H 4.905447 0.476410 1.791408 0.00 -0.01 0.00
H 6.172637 0.434819 3.897894 0.00 0.00 0.00
H 5.056534 0.981896 6.032664 0.00 0.00 0.00
H 2.657404 1.574485 6.058196 0.00 0.00 0.01
H 1.368518 1.602323 3.964025 0.00 -0.01 -0.01
H -0.853894 2.658309 3.257898 -0.02 -0.05 0.01
H -2.557866 4.005087 4.411737 0.00 0.00 0.00
H -4.203580 5.306397 3.105032 0.01 0.01 0.00
H -4.107707 5.295951 0.638095 0.00 0.00 0.00
H -2.409393 3.950641 -0.530781 0.01 0.01 -0.02
H -0.970533 1.479015 -2.384535 -0.07 -0.03 0.03
H -0.625432 2.728192 -4.464894 0.00 0.00 -0.01
H 0.522724 4.918818 -4.423023 0.00 0.00 0.00
H 1.296024 5.864593 -2.273094 0.00 0.01 0.00
H 0.915159 4.654836 -0.183000 -0.02 -0.01 0.01
C -4.041464 1.069261 -0.163603 0.00 -0.02 0.00
C -3.148207 0.401244 -1.163400 0.05 0.15 -0.05
O -2.026745 -0.018866 -0.830947 0.08 -0.11 0.10
C -3.598849 0.258306 -2.551435 0.03 -0.01 0.02
C -2.744378 -0.328339 -3.494007 0.00 -0.01 0.00
C -3.147006 -0.470635 -4.806437 0.01 0.01 0.01
C -4.409086 -0.029841 -5.194892 0.00 0.01 0.00
C -5.265321 0.554030 -4.270709 0.01 0.00 0.00
C -4.863448 0.701408 -2.954799 -0.01 0.00 0.01
H -3.562256 1.131202 0.809574 0.00 -0.01 0.00
H -4.989436 0.534689 -0.084491 0.00 -0.02 0.01
H -4.276526 2.079994 -0.502002 -0.01 -0.03 0.01
H -1.763064 -0.661757 -3.183162 -0.01 0.00 0.00
H -2.486202 -0.920599 -5.535397 0.00 0.00 0.00
H -4.724486 -0.139936 -6.223877 0.00 0.00 0.00
H -6.243899 0.895058 -4.578411 0.00 0.00 0.00
H -5.539982 1.162358 -2.248435 0.00 0.00 0.00
S 4.232527 -4.604799 -2.587032 -0.01 -0.01 -0.01
C 3.655267 -5.348017 -1.165626 0.01 0.03 0.03
C 2.955240 -4.444688 -0.430106 0.00 -0.04 -0.02
N 2.850982 -3.186785 -0.972068 -0.01 0.00 0.08
C 3.489489 -3.146579 -2.109542 -0.01 0.00 0.00
H 3.870098 -6.377745 -0.933078 0.01 -0.01 -0.01
H 2.508691 -4.650684 0.531739 0.01 0.01 -0.02
H 3.561918 -2.257461 -2.720001 -0.01 0.01 -0.01
```
Forces are in eV/Å.

Results
- max |F| (eV/A) = 0.467
- relative energy (zero: lowest compared OMol25 entry of this formula, charge and spin) (eV) = 0.5144
- total charge = +3
- frontier orbital gap (hartree) = 0.286
- 2S+1 = 1



No. 2
ORCA calculation (ωB97M-V with the def2-TZVPD basis set) on a molecular structure, C53H52N6O4S2SeSiW at a distorted geometry.

The geometry in XYZ format:
```
120
Properties=species:S:1:pos:R:3:forces:R:3
W -0.176322 -0.941658 1.516132 0.67 0.05 -0.41
O -1.558302 -1.447456 4.983824 0.00 0.07 0.12
C -1.250364 -0.739779 4.036201 0.04 0.27 -0.12
N -0.015293 -0.561933 3.495904 0.08 -0.43 0.29
C 1.154165 -0.962957 4.247909 0.01 0.11 0.01
C 2.237593 -1.347380 3.293251 -0.06 0.15 0.00
C 3.473645 -1.817786 3.706422 0.11 0.02 0.01
C 4.420875 -2.146241 2.753550 -0.08 0.03 0.03
C 4.112561 -1.973784 1.409319 0.04 0.02 -0.03
C 2.867936 -1.493801 1.070323 0.01 0.18 -0.07
N 1.938514 -1.191638 1.994068 0.34 -0.36 0.04
C -2.197943 0.170611 3.295403 0.06 0.05 0.23
C -3.273373 0.810850 3.863009 -0.06 0.03 0.08
C -3.913207 1.797220 3.118770 0.10 -0.02 -0.09
C -3.445993 2.093254 1.846554 -0.07 0.02 0.13
C -2.364627 1.386073 1.350056 0.10 -0.05 -0.11
N -1.752953 0.446582 2.064227 -0.78 -0.11 -0.02
H 1.506378 -0.118858 4.851918 0.00 -0.04 0.05
H 0.939622 -1.776757 4.945311 -0.02 -0.05 -0.05
H 3.677852 -1.929146 4.762960 -0.01 0.00 0.00
H 5.388548 -2.526526 3.053080 0.00 0.00 0.00
H 4.829596 -2.202198 0.633921 -0.01 0.00 -0.01
H 2.570477 -1.341175 0.041071 0.01 -0.02 -0.01
H -3.582778 0.549741 4.865880 0.00 -0.01 -0.01
H -4.758432 2.332299 3.530119 0.00 0.00 0.01
H -3.907143 2.864238 1.245652 0.02 0.00 -0.03
H -1.957675 1.583831 0.367354 -0.06 0.01 -0.01
C 1.223395 -3.579078 -6.079969 -0.01 0.03 0.03
C 0.686149 -2.706434 -4.981118 0.01 -0.02 -0.02
C -0.467065 -3.051312 -4.287758 -0.01 -0.02 0.01
C -0.965975 -2.239437 -3.276194 0.00 -0.02 0.01
C -0.292590 -1.071508 -2.966894 -0.05 0.14 -0.01
C 0.866963 -0.700102 -3.640628 0.03 -0.03 -0.01
C 1.347354 -1.520351 -4.639638 0.01 0.01 0.02
S -0.938812 -0.122298 -1.616435 -0.54 -0.06 0.12
O 0.150451 -0.327021 -0.555779 -0.07 0.09 0.06
C -0.803842 1.530397 -2.340166 0.46 -0.06 -0.39
C -1.381488 1.471253 -3.640915 0.14 -0.05 -0.06
C -1.140441 2.422202 -4.577972 0.03 0.10 0.08
C -0.212973 3.457273 -4.295859 -0.09 -0.10 0.03
C 0.210566 4.365479 -5.292264 0.01 0.04 -0.01
C 1.100323 5.357293 -4.995436 -0.03 -0.02 -0.01
C 1.592429 5.486782 -3.681009 0.00 -0.02 0.02
C 1.169209 4.645349 -2.690607 -0.02 0.09 -0.02
C 0.258688 3.594299 -2.971174 0.00 0.02 0.06
C -0.155218 2.683179 -1.923979 -0.39 -0.14 0.16
C -0.176194 3.406592 -0.582309 0.25 -0.15 0.03
C -1.167649 4.454095 -0.603008 -0.06 -0.05 -0.03
C -2.306006 4.372482 -1.453930 0.00 0.07 -0.04
C -3.242004 5.365276 -1.472846 0.01 -0.01 0.02
C -3.085866 6.520610 -0.675297 -0.01 0.01 -0.01
C -2.008976 6.631799 0.150645 -0.01 0.03 0.00
C -1.041200 5.599307 0.222540 0.09 -0.08 0.05
C 0.055714 5.686379 1.108593 -0.07 -0.06 -0.08
C 0.866922 4.605726 1.269196 -0.14 -0.06 0.15
C 0.734097 3.446726 0.461951 -0.10 0.26 -0.04
S 1.628350 2.124978 1.244947 0.93 0.47 -0.07
O 0.586513 1.062765 1.400143 -0.56 -0.40 0.16
C 2.946783 1.666286 0.151711 -0.32 -0.04 -0.23
C 4.189868 1.508473 0.749683 0.03 0.04 0.03
C 5.287036 1.179906 -0.032658 -0.04 0.00 0.06
C 5.155828 1.002838 -1.406464 0.02 -0.02 -0.06
C 6.352314 0.684041 -2.256835 -0.02 0.02 0.02
C 3.894003 1.166717 -1.986603 0.03 0.02 0.00
C 2.794201 1.504218 -1.222787 0.14 -0.09 0.06
H 0.553635 -4.409758 -6.291833 0.00 0.00 0.00
H 2.196867 -3.987791 -5.804390 0.00 0.00 0.00
H 1.359232 -3.004598 -6.996691 0.00 -0.01 -0.01
H -0.989514 -3.964241 -4.544164 -0.01 0.00 0.00
H -1.859566 -2.514881 -2.729064 0.00 0.00 -0.01
H 1.369457 0.228547 -3.398346 -0.01 -0.03 -0.02
H 2.242948 -1.237452 -5.179953 0.00 0.00 -0.01
H -2.012466 0.624383 -3.885741 0.03 0.00 -0.04
H -1.613441 2.369110 -5.549988 0.02 0.00 -0.01
H -0.180032 4.254204 -6.296010 0.01 0.00 0.00
H 1.427585 6.044972 -5.763362 0.00 0.00 0.00
H 2.311720 6.262001 -3.452326 -0.01 0.01 -0.01
H 1.557715 4.770695 -1.688126 -0.01 0.00 -0.02
H -2.450296 3.504380 -2.082623 0.01 0.02 -0.01
H -4.112703 5.267622 -2.107928 0.01 0.01 -0.01
H -3.822891 7.310828 -0.721604 0.00 -0.01 0.00
H -1.878977 7.507562 0.773898 0.00 -0.01 0.01
H 0.200538 6.580607 1.700754 -0.01 -0.01 0.01
H 1.625017 4.606158 2.042671 0.01 0.01 0.00
H 4.299753 1.651989 1.818591 0.01 -0.01 0.00
H 6.259458 1.065467 0.430422 0.00 0.00 0.00
H 7.080470 0.085758 -1.711106 0.00 0.00 0.00
H 6.850174 1.606630 -2.562204 0.00 0.00 0.00
H 6.066672 0.148670 -3.160942 0.00 0.00 0.00
H 3.785046 1.040488 -3.057723 0.01 0.01 0.00
H 1.828169 1.641320 -1.683640 0.06 -0.04 0.02
C -5.268701 -1.479976 2.080481 0.00 0.09 0.02
Si -4.080145 -2.850603 1.672142 0.09 -0.05 -0.10
C -3.622833 -3.769490 3.226024 0.02 0.00 0.09
C -4.885359 -3.974138 0.425399 -0.09 -0.12 0.02
Se -2.193369 -2.292693 0.494226 0.04 0.44 -0.02
H -6.146296 -1.957758 2.527269 -0.04 0.06 -0.03
H -5.591520 -0.937770 1.190729 0.00 -0.03 -0.02
H -4.883458 -0.761485 2.800350 -0.01 -0.07 -0.01
H -4.517700 -4.194408 3.688127 0.01 -0.01 0.00
H -3.154018 -3.101791 3.951546 -0.02 -0.02 0.01
H -2.932993 -4.584570 2.995951 -0.04 -0.02 0.01
H -5.784695 -4.425895 0.852729 0.00 0.00 -0.02
H -4.215609 -4.777128 0.114714 -0.01 -0.01 0.00
H -5.182615 -3.417537 -0.464838 0.01 0.00 0.00
C 0.164855 -6.763382 3.416143 -0.01 0.00 -0.01
N 0.141149 -5.441320 2.816424 0.03 0.01 -0.03
C 0.634702 -5.137699 1.477229 0.00 0.01 0.01
C 0.468983 -3.642351 1.475523 -0.17 -0.24 -0.14
O 0.607702 -2.836117 0.535914 0.18 0.10 0.10
N 0.025947 -3.209130 2.645953 -0.23 0.10 0.03
C -0.169964 -4.295470 3.431643 -0.01 -0.02 0.05
N -0.598575 -4.180161 4.674191 0.04 -0.02 0.00
H 0.073972 -7.506758 2.628147 0.00 0.00 0.00
H -0.688419 -6.889945 4.081435 0.00 0.00 -0.01
H 1.088787 -6.940740 3.968504 0.00 0.00 0.00
H 0.021557 -5.592592 0.697192 -0.02 0.00 0.01
H 1.675732 -5.439662 1.340925 0.00 0.00 0.00
H -0.939934 -3.263712 4.971973 0.01 0.01 0.01
H -0.816011 -4.989182 5.230363 0.01 0.00 0.00
```
Forces are in eV/Å.

Results
- max |F| (eV/A) = 1.041
- relative energy (zero: lowest compared OMol25 entry of this formula, charge and spin) (eV) = 1.0636
- total charge = +2
- frontier orbital gap (hartree) = 0.247
- 2S+1 = 1